No. 1
Entry from the OMol25 dataset: a structure of composition C20H22Br2MnN10O3S (ωB97M-V/def2-TZVPD).

Orbital gap (spin up / spin down): 6.75 / 7.14 eV
E_HOMO (spin up / spin down): -7.14 / -7.48 eV
Charge: 0
Multiplicity: 6
E_LUMO (spin up / spin down): -0.391 / -0.341 eV

Each line ends with the Mulliken charge.
CARTESIAN COORDINATES (ANGSTROEM)
Mn 0.14416 0.91264 0.46851  -0.01
C 3.60994 0.44760 5.36043  -1.01
C 2.10956 0.22310 5.48508  -0.42
N 1.32896 1.10233 4.63158  -0.17
C 1.16463 0.89973 3.30967  0.56
S 0.25533 2.12587 2.44402  -0.60
N 1.67492 -0.18113 2.78726  -1.05
N 1.41173 -0.28423 1.43980  0.69
C 1.98910 -1.22937 0.77075  1.22
C 2.91497 -2.17868 1.44832  -1.50
C 1.62647 -1.26545 -0.65517  0.33
C 2.13130 -2.20348 -1.49923  -0.78
C 1.76944 -2.49196 -2.87235  -0.61
C 0.69965 -2.07867 -3.56370  -1.06
C -0.38317 -1.18581 -3.05812  1.21
N 0.74285 -0.26293 -0.93404  0.53
H 4.15253 -0.24632 6.00396  0.33
H 3.87885 1.46409 5.65043  0.29
H 3.92938 0.28378 4.33176  0.25
H 1.77977 0.39334 6.51034  0.41
H 1.86017 -0.80605 5.22642  0.25
H 0.95087 1.95373 5.00638  0.23
H 3.62287 -1.62155 2.05992  0.28
H 3.44367 -2.81019 0.74376  0.43
H 2.34489 -2.81031 2.13276  0.30
H 2.89295 -2.85270 -1.09435  0.13
H 2.44096 -3.17731 -3.37793  0.36
H 0.55911 -2.40740 -4.58613  0.41
H -2.28853 -1.12536 -3.21457  0.36
N 1.69064 2.32402 -0.85827  -0.40
N 1.61257 2.03989 -2.23297  -0.25
C 0.79389 1.09502 -2.80497  0.30
N 0.47085 1.32658 -4.09486  -0.54
N 0.42352 -0.02621 -2.24253  0.19
N -1.17033 -1.86104 -1.96948  -0.37
O -2.43768 -1.66313 -2.30938  -0.31
O -1.18117 -0.67316 -3.96921  -1.08
H 1.19149 3.18467 -0.65653  0.26
H 2.66418 2.40045 -0.59316  0.27
H 1.77946 2.82435 -2.84424  0.31
H 0.33321 2.29272 -4.34432  0.28
H -0.25353 0.66502 -4.42593  0.21
Br -2.21966 3.81102 -2.79467  -0.22
C -2.93761 2.35856 -1.81783  -0.07
C -4.25522 1.93849 -2.08035  -0.54
C -4.79180 0.88574 -1.40153  0.04
Br -6.56863 0.35860 -1.78487  -0.24
C -4.03182 0.18021 -0.43449  1.04
C -4.46156 -0.96042 0.27584  -0.84
C -3.60798 -1.58287 1.14018  -0.93
C -2.31169 -1.06892 1.31389  -0.19
N -1.88938 -0.00223 0.68422  -0.14
C -2.72136 0.62209 -0.18845  0.31
C -2.15096 1.74109 -0.87517  0.43
O -0.91751 2.10173 -0.59642  -0.53
H -4.83584 2.45840 -2.82897  0.44
H -5.45987 -1.34130 0.11029  0.34
H -3.90476 -2.46960 1.68166  0.42
H -1.60875 -1.54705 1.98694  0.46



No. 2
Entry from the OMol25 dataset: an isolated molecule of C10H8N2OS at a distorted geometry (ωB97M-V/def2-TZVPD).

Orbital gap: 8.54 eV
E_HOMO: -8.58 eV
Charge: 0
Multiplicity: 1
SMILES: O=c1ncc(Sc2ccccc2)c[nH]1
E_LUMO: -0.035 eV

Each line ends with the Mulliken charge.
CARTESIAN COORDINATES (ANGSTROEM)
C 1.05340 -1.88697 -3.21502  0.26
C 1.95848 -0.32307 -1.66412  -0.06
C 1.34315 -0.93251 -0.61581  -0.11
C 0.06937 0.48276 1.40941  0.67
C -0.31178 0.58097 2.74478  -0.41
C -1.49035 1.14254 3.13429  -0.36
C -2.35336 1.69318 2.16907  -0.59
C -1.89834 1.68908 0.84454  -0.35
C -0.75730 1.05743 0.42513  -0.38
C 0.54495 -2.05966 -0.94286  0.15
H 2.21375 -0.38694 -3.76540  0.26
H 2.56798 0.57254 -1.53655  0.44
H 0.34404 0.18105 3.52670  0.31
H -1.78615 1.17974 4.21113  0.30
H -3.26240 2.20465 2.43853  0.38
H -2.54210 2.25565 0.09939  0.26
H -0.50975 1.09561 -0.67860  0.22
H 0.06978 -2.61937 -0.16558  0.48
N 1.89039 -0.83271 -2.89903  -0.08
N 0.32959 -2.45510 -2.15628  -0.58
O 0.95146 -2.30016 -4.34534  -0.59
S 1.57519 -0.33870 0.98163  -0.24



No. 3
Entry from the OMol25 dataset: the ion CH8N5O with charge +1 at a distorted geometry (ωB97M-V/def2-TZVPD).

Orbital gap: 9.80 eV
E_HOMO: -13.07 eV
Charge: +1
Multiplicity: 1
SMILES: NNN/[NH+]=C(/N)O
E_LUMO: -3.272 eV

Each line ends with the Mulliken charge.
CARTESIAN COORDINATES (ANGSTROEM)
C 0.79010 0.03239 0.92399  0.69
N 1.85368 0.54719 1.50689  -0.42
N -1.79820 0.61823 -1.37665  -0.63
N 0.92603 -0.34455 -0.32621  -0.09
N -1.35813 -0.57937 -0.66597  -0.14
N -0.11421 -1.09169 -1.04756  -0.26
O -0.29720 -0.08251 1.68369  -0.44
H 2.55950 1.13193 0.99735  0.24
H 2.09077 0.77032 2.45184  0.24
H -1.04757 1.29075 -1.38003  0.25
H -2.54650 1.01595 -0.77830  0.29
H 1.86131 -0.17507 -0.64430  0.22
H -2.05760 -1.31624 -0.62119  0.27
H -0.94492 -0.76395 1.31211  0.47
H 0.08294 -1.05339 -2.03567  0.29



No. 4
Entry from the OMol25 dataset: a cluster of 22 separate species, C30H104N6O22 in total at a distorted geometry (ωB97M-V/def2-TZVPD).

Orbital gap: 8.50 eV
E_HOMO: -8.85 eV
Charge: 0
Multiplicity: 1
E_LUMO: -0.348 eV

Each line ends with the Mulliken charge.
CARTESIAN COORDINATES (ANGSTROEM)
O -1.40847 1.13480 4.29626  -0.61
H -1.10628 2.02313 4.48546  0.34
H -2.10546 1.25084 3.65053  0.21
O -0.30738 3.54714 4.44788  -0.52
H -0.31961 3.62422 5.40189  0.21
H 0.12042 4.34910 4.14778  0.28
O -3.65199 2.83061 3.07091  -0.58
H -3.12339 3.01822 2.29526  0.16
H -4.50472 3.22152 2.88049  0.34
O -1.58522 -1.42761 5.38449  -0.54
H -1.63163 -0.51359 5.10405  0.39
H -1.21802 -1.38933 6.26762  0.24
O -2.32212 -4.72076 -2.29374  -0.76
H -2.36385 -4.33515 -3.16883  0.41
H -2.61141 -4.02045 -1.70884  0.25
O -3.74776 4.24426 0.17488  -0.65
H -3.52838 5.04889 -0.29489  0.27
H -2.91566 3.94662 0.54267  0.50
O 1.45582 5.64432 3.83129  -0.64
H 1.28504 6.57868 3.71282  0.26
H 1.99765 5.40228 3.08024  0.29
O 0.75451 -3.44447 -4.67246  -0.77
H -0.18984 -3.56545 -4.57344  0.47
H 1.12547 -3.77002 -3.85231  0.30
O -1.34925 -4.09890 4.32773  -0.64
H -0.39685 -4.06273 4.41636  0.33
H -1.62107 -3.18221 4.28265  0.29
O -1.42770 3.71936 1.29046  -0.26
H -0.89191 2.94852 1.47738  0.12
H -0.79439 4.42168 1.14249  0.02
C 5.82908 0.95437 -0.48615  0.46
O 6.47457 1.00426 -1.47129  -0.66
N 4.70752 1.63363 -0.29713  0.03
N 6.14409 0.28058 0.59315  -0.22
H 4.42030 1.71275 0.66793  0.00
H 4.27507 2.23714 -0.98189  0.03
H 5.82144 0.44170 1.53656  0.13
H 7.03402 -0.19519 0.55105  0.20
C -1.62991 -3.86082 0.78973  0.61
O -1.62380 -3.10862 -0.11532  -0.37
N -2.59401 -3.89645 1.67848  -0.36
N -0.78193 -4.87347 0.95414  -0.18
H -2.29426 -4.35537 2.52679  0.11
H -3.29495 -3.16930 1.68374  0.13
H 0.01312 -5.03638 0.35293  -0.12
H -0.94965 -5.43547 1.77641  0.18
C 1.67371 -4.29738 -1.50066  0.12
O 1.59929 -5.40560 -0.97927  -0.84
N 2.75279 -3.63997 -1.68004  0.15
N 0.65356 -3.59475 -1.75520  0.55
H 2.68062 -2.79685 -2.23145  0.11
H 3.64138 -4.11666 -1.62283  0.27
H -0.26639 -3.96811 -1.56977  -0.07
H 0.79815 -2.62528 -1.99878  -0.09
C -2.01694 -1.67040 -5.03351  -1.52
C -2.81104 -3.01191 -5.12785  1.19
C -3.15649 -3.31565 -6.59552  -1.62
O -1.96054 -4.03908 -4.74212  -0.63
H -1.28411 -1.57631 -5.83488  0.43
H -1.51828 -1.48619 -4.08194  0.11
H -2.75444 -0.86882 -5.07436  0.50
H -3.64606 -3.10696 -4.43373  0.03
H -3.61264 -4.28992 -6.77101  0.45
H -2.28788 -3.30011 -7.25386  0.40
H -3.71577 -2.48011 -7.01645  0.41
H -2.20318 -4.79307 -5.28455  0.25
C 1.84416 4.37966 -0.24075  -0.70
C 1.18918 5.76842 -0.13278  -0.05
C 0.08108 6.05146 -1.19531  -0.84
O 0.58012 5.86960 1.14658  -0.49
H 2.66867 4.15288 0.43516  0.43
H 2.34928 4.43582 -1.20501  0.41
H 1.05258 3.64183 -0.37163  -0.22
H 2.00789 6.47560 -0.26577  0.45
H 0.42444 5.55282 -2.10171  0.08
H -0.06554 7.11865 -1.36178  0.50
H -0.85211 5.53130 -0.97927  0.10
H 0.17140 6.72662 1.00494  0.33
C -6.44039 -2.09997 3.19367  -1.40
C -6.09954 -0.62800 3.10339  0.03
C -4.63192 -0.33375 3.21938  -0.48
O -6.39927 -0.13909 1.84187  -0.64
H -7.46001 -2.07402 2.80919  0.37
H -6.34937 -2.45187 4.22128  0.42
H -5.85545 -2.79355 2.58961  0.24
H -6.58612 -0.08672 3.91478  0.54
H -4.06619 -0.18496 2.29964  0.02
H -4.13091 -0.99916 3.92245  0.28
H -4.44348 0.54686 3.83348  0.30
H -6.73102 0.76175 1.84686  0.28
C -4.17837 0.78061 -0.76400  -0.90
C -4.96459 -0.49026 -1.08394  0.65
C -4.52614 -1.22656 -2.36112  -1.10
O -4.99164 -1.40137 0.02856  -0.43
H -3.11892 0.55642 -0.88818  -0.01
H -4.34015 1.14542 0.25032  0.27
H -4.54843 1.65201 -1.30421  0.44
H -5.99958 -0.22885 -1.30433  0.30
H -3.44352 -1.35135 -2.33920  -0.02
H -4.84168 -0.53476 -3.14213  0.38
H -4.88019 -2.25437 -2.44062  0.40
H -5.46823 -0.83210 0.63715  0.12
C 4.79632 0.64467 4.92940  -1.60
C 4.18048 1.04663 3.56157  1.82
C 2.87655 1.87826 3.59721  -0.81
O 5.12477 1.84694 2.79740  -0.65
H 5.79143 0.22153 4.79227  0.41
H 4.14176 -0.08435 5.40708  0.36
H 5.00354 1.58757 5.43545  0.40
H 4.03451 0.15358 2.95390  -0.84
H 2.94406 2.79365 4.18510  0.51
H 2.09194 1.19991 3.93236  0.18
H 2.60980 2.13008 2.57080  -0.03
H 5.45655 2.53614 3.37750  0.32
C -1.81166 3.95614 -3.63510  -1.10
C -0.87205 4.29853 -4.77119  0.68
C 0.37721 3.33752 -4.85272  -0.96
O -1.58836 4.16163 -6.00401  -0.57
H -2.10564 2.92181 -3.81350  0.53
H -2.67734 4.58462 -3.42598  0.40
H -1.28445 3.92022 -2.68177  -0.22
H -0.59796 5.34856 -4.66918  0.19
H 0.99132 3.38519 -5.75199  0.39
H 0.13407 2.27980 -4.75179  0.23
H 1.02531 3.50607 -3.99269  0.11
H -2.47479 4.33280 -5.67758  0.33
C 0.70694 0.70109 -0.70214  -0.75
C 0.43774 0.09744 0.66694  0.94
C 1.53134 -0.88822 1.11022  0.36
O 0.50240 1.14131 1.60309  0.30
H 1.74180 0.98604 -0.89176  -0.30
H 0.19962 1.64479 -0.90258  0.25
H 0.42266 -0.01571 -1.47252  0.16
H -0.53694 -0.38926 0.63194  -0.17
H 1.49160 -1.42060 2.06052  0.64
H 2.48885 -0.37006 1.16300  -0.55
H 1.71274 -1.69409 0.39905  -0.85
H 0.37358 0.83467 2.50363  0.02
C 4.45719 -2.97825 3.14476  -1.08
C 3.22032 -3.77271 3.45292  0.53
C 2.78427 -4.40769 2.14770  -0.50
O 3.62344 -4.68175 4.49042  -0.63
H 4.80294 -2.41304 4.01026  0.40
H 4.17087 -2.25666 2.37964  -0.02
H 5.30060 -3.59565 2.83560  0.50
H 2.40505 -3.18246 3.87129  0.09
H 2.41782 -3.65196 1.45293  -0.22
H 1.95334 -5.08062 2.35939  0.32
H 3.59547 -4.99627 1.71916  0.31
H 4.47921 -5.03287 4.23356  0.38
C 4.62264 -1.41961 -3.15055  -1.73
C 3.49644 -0.47105 -2.88824  1.55
C 3.47456 0.75755 -3.83867  -1.48
O 2.32441 -1.30322 -3.13293  -0.07
H 5.56674 -0.88887 -3.27345  0.43
H 4.55537 -2.01498 -4.06109  0.37
H 4.75649 -2.08400 -2.29686  0.47
H 3.45439 -0.12810 -1.85445  -0.81
H 2.68400 1.48380 -3.64979  0.14
H 3.22047 0.37835 -4.82849  0.47
H 4.43523 1.27068 -3.88257  0.38
H 2.26997 -1.55624 -4.05739  0.16



Question: Which formula does entry 2 have?
Answer: C10H8N2OS



Question: Look up the charge of the fourth one.
Answer: 0



Copy entry 3 word for word.
Entry from the OMol25 dataset: the ion CH8N5O with charge +1 at a distorted geometry (ωB97M-V/def2-TZVPD).

Orbital gap: 9.80 eV
E_HOMO: -13.07 eV
Charge: +1
Multiplicity: 1
SMILES: NNN/[NH+]=C(/N)O
E_LUMO: -3.272 eV

Each line ends with the Mulliken charge.
CARTESIAN COORDINATES (ANGSTROEM)
C 0.79010 0.03239 0.92399  0.69
N 1.85368 0.54719 1.50689  -0.42
N -1.79820 0.61823 -1.37665  -0.63
N 0.92603 -0.34455 -0.32621  -0.09
N -1.35813 -0.57937 -0.66597  -0.14
N -0.11421 -1.09169 -1.04756  -0.26
O -0.29720 -0.08251 1.68369  -0.44
H 2.55950 1.13193 0.99735  0.24
H 2.09077 0.77032 2.45184  0.24
H -1.04757 1.29075 -1.38003  0.25
H -2.54650 1.01595 -0.77830  0.29
H 1.86131 -0.17507 -0.64430  0.22
H -2.05760 -1.31624 -0.62119  0.27
H -0.94492 -0.76395 1.31211  0.47
H 0.08294 -1.05339 -2.03567  0.29